w) Computed, not measured: 2 unconnected molecules or ions with the total composition C6H10N4O2, with the ωB97M-V functional and the def2-TZVPD basis.

Each line ends with the Löwdin charge.
Geometry (Å):
1 C -3.312 0.008 -0.252  -0.51
2 C -1.315 -0.705 -0.320  -0.13
3 C -1.361 0.236 0.650  -0.12
4 C 1.765 -0.686 1.422  -0.34
5 C 2.908 1.057 0.152  -0.18
6 C 3.671 1.169 -1.142  -0.22
7 H -4.807 1.368 -0.140  0.10
8 H -4.987 0.217 -1.346  0.10
9 H -0.470 -1.311 -0.605  0.08
10 H -0.650 0.665 1.366  0.10
11 H 0.620 -1.873 2.364  0.05
12 H 1.991 -0.104 2.326  0.13
13 H 2.328 -0.778 -0.554  0.13
14 H 2.092 1.795 0.086  0.13
15 H 3.561 1.378 0.982  0.13
16 H 4.073 2.162 -1.410  0.12
17 N -4.604 0.427 -0.439  0.15
18 N -2.610 -0.865 -0.882  0.12
19 N 0.917 -1.654 1.405  0.07
20 N 2.452 -0.298 0.322  0.00
21 O -2.683 0.626 0.764  0.04
22 O 3.812 0.217 -1.887  0.05

Kohn-Sham gap   0.325 Eh
Structure (SMILES)   [H]/N=C/NCC=O.Nc1ncco1


x) Computed, not measured: a molecular structure, C6H10N4O2, with the ωB97M-V functional and the def2-TZVPD basis.

Each line ends with the Löwdin charge.
Geometry (Å):
1 C -0.913 2.573 0.047  -0.22
2 C -0.387 0.985 -1.477  -0.06
3 C -0.069 0.714 0.973  -0.20
4 C 0.872 -0.408 1.077  -0.14
5 C 1.381 -1.359 -0.086  -0.17
6 C 0.373 -2.114 -0.878  -0.62
7 H -0.733 3.588 -0.380  0.11
8 H -0.745 2.923 1.210  0.13
9 H -1.720 1.902 0.095  0.02
10 H 0.015 -0.258 -1.787  0.15
11 H -1.609 0.894 -1.214  0.12
12 H -0.274 1.651 -2.301  0.05
13 H -0.016 1.250 2.050  0.16
14 H -1.225 0.504 0.853  0.13
15 H -0.744 -2.473 0.854  0.13
16 H -1.348 -3.383 -0.629  0.25
17 N 0.177 1.714 -0.216  -0.20
18 N 1.932 -0.466 2.052  0.14
19 N 2.408 -1.959 0.341  0.13
20 N -0.848 -2.252 -0.217  0.09
21 O 2.803 -1.487 1.590  -0.09
22 O 0.670 -2.539 -1.955  0.09

Kohn-Sham gap   0.369 Eh


It is x) that is the least stable of them.


w) Computed, not measured: 2 unconnected molecules or ions with the total composition C5H7N3O2, with the ωB97M-V functional and the def2-TZVPD basis.

Each line ends with the Löwdin charge.
Geometry (Å):
1 N 3.305 1.821 0.437  0.12
2 C 3.006 0.488 0.272  -0.34
3 C 1.878 -0.226 0.564  -0.22
4 C 0.551 0.109 1.149  -0.09
5 C -0.579 0.006 0.203  -0.18
6 N -1.385 0.192 -0.621  0.15
7 O 2.147 -1.538 0.248  0.07
8 C 3.397 -1.556 -0.189  -0.18
9 N 3.969 -0.392 -0.193  0.14
10 H 4.059 2.154 -0.153  0.10
11 H 2.521 2.460 0.453  0.09
12 H 0.329 -0.545 2.008  0.13
13 H 0.578 1.137 1.538  0.13
14 H 3.839 -2.515 -0.448  0.14
15 O -2.387 -2.521 0.002  -0.13
16 H -2.582 -1.640 -0.475  0.04
17 H -2.249 -2.353 0.954  0.03

Kohn-Sham gap   0.338 Eh
Structure (SMILES)   N#CCc1ocnc1N.O


x) Computed, not measured: a single C5H7N3O2 molecule, with the ωB97M-V functional and the def2-TZVPD basis.

Each line ends with the Löwdin charge.
Geometry (Å):
1 C 0.001 -1.659 -0.191  -0.01
2 C -1.410 -1.642 -0.146  -0.12
3 C -0.897 1.754 0.149  -0.56
4 C 0.387 -0.398 0.105  -0.29
5 C 2.803 -0.358 0.116  -0.03
6 N -1.868 -0.397 -0.096  0.05
7 N -0.734 0.346 0.030  0.00
8 N -2.212 2.057 -0.035  0.13
9 O -0.080 2.513 0.504  0.13
10 O 1.538 0.265 0.244  -0.04
11 H 0.620 -2.470 -0.362  0.08
12 H -2.076 -2.495 -0.415  0.12
13 H 2.580 -1.277 -0.410  0.07
14 H 3.205 -0.573 1.218  0.15
15 H 3.532 0.111 -0.468  0.07
16 H -2.855 1.181 -0.199  0.13
17 H -2.534 3.041 -0.044  0.12

Kohn-Sham gap   0.364 Eh
Structure (SMILES)   COc1ccnn1C(N)=O


It is x) that is the least stable of them.


w) Computed, not measured: 2 unconnected molecules or ions with the total composition CHN3O, with the ωB97M-V functional and the def2-TZVPD basis.

Each line ends with the Löwdin charge.
Geometry (Å):
1 O -0.242 -1.356 -0.270  0.01
2 C 1.185 0.871 0.035  -0.10
3 N 1.151 2.005 0.266  0.07
4 N -2.262 -0.396 0.213  0.25
5 N -1.361 -1.016 -0.043  -0.27
6 H 1.529 -0.107 -0.201  0.04

Kohn-Sham gap   0.466 Eh
Structure (SMILES)   N#[N+][O-].C#N


x) Computed, not measured: a single CHN3O molecule, with the ωB97M-V functional and the def2-TZVPD basis.

Each line ends with the Löwdin charge.
Geometry (Å):
1 C 0.728 0.045 -0.017  -0.22
2 H 1.802 0.542 -0.031  0.16
3 N -0.265 1.006 0.030  0.02
4 N -1.376 0.423 -0.007  0.03
5 N 0.239 -1.116 0.025  0.09
6 O -1.127 -0.900 -0.001  -0.08

Kohn-Sham gap   0.448 Eh
Structure (SMILES)   c1nnon1


It is x) that is the least stable of them.


w) Computed, not measured: 2 unconnected molecules or ions with the total composition C3H9O, with the ωB97M-V functional and the def2-TZVPD basis.

Each line ends with the Löwdin charge.
Geometry (Å):
1 O 2.870 -0.644 -0.123  -0.64
2 H 3.317 -0.882 0.713  -0.21
3 C -1.406 -0.535 0.562  -0.15
4 C -0.106 0.275 0.430  -0.32
5 C 0.086 0.693 -1.023  -0.14
6 H -2.294 0.122 0.728  0.06
7 H -1.594 -1.308 1.349  0.07
8 H -1.668 -1.029 -0.317  0.02
9 H 0.741 -0.324 0.717  0.05
10 H -0.146 1.148 1.159  0.11
11 H -0.311 -0.073 -1.666  0.05
12 H -0.573 1.600 -1.276  0.08
13 H 1.085 0.957 -1.252  0.03

Kohn-Sham gap   0.235 Eh
Charge   -1


x) Computed, not measured: 2 unconnected molecules or ions with the total composition C3H9O, with the ωB97M-V functional and the def2-TZVPD basis.

Each line ends with the Löwdin charge.
Geometry (Å):
1 O 0.274 1.480 -2.875  -0.66
2 H -0.411 1.188 -3.513  -0.20
3 C 0.048 -0.295 1.911  -0.15
4 C 0.127 0.402 0.525  -0.32
5 C -0.016 -0.685 -0.626  -0.15
6 H -0.632 -1.131 1.539  0.06
7 H -0.368 0.367 2.692  0.05
8 H 0.970 -0.789 2.247  0.05
9 H 0.963 0.975 0.438  0.05
10 H -0.701 1.148 0.385  0.11
11 H 0.766 -1.419 -0.365  0.05
12 H -1.163 -0.977 -0.702  0.09
13 H 0.143 -0.264 -1.656  0.02

Kohn-Sham gap   0.229 Eh
Charge   -1


y) Computed, not measured: 2 unconnected molecules or ions with the total composition C3H9O, with the ωB97M-V functional and the def2-TZVPD basis.

Each line ends with the Löwdin charge.
Geometry (Å):
1 O 2.693 0.920 0.270  -0.70
2 H 3.084 1.599 0.908  -0.20
3 C -0.727 0.724 0.609  -0.16
4 C -0.477 -0.654 0.003  -0.30
5 C -1.596 -1.125 -0.986  -0.14
6 H -0.990 1.610 0.060  0.05
7 H 0.222 0.967 1.167  0.06
8 H -1.436 0.659 1.415  0.04
9 H -0.327 -1.403 0.826  0.10
10 H 0.518 -0.717 -0.574  0.11
11 H -1.344 -1.980 -1.631  0.06
12 H -2.534 -1.370 -0.460  0.06
13 H -1.944 -0.395 -1.622  0.02

Kohn-Sham gap   0.224 Eh
Charge   -1


It is x) that is the least stable of them.


w) Computed, not measured: a single C2H2ClN molecule, with the ωB97M-V functional and the def2-TZVPD basis.

Each line ends with the Löwdin charge.
Geometry (Å):
1 C -0.721 0.160 -0.533  -0.11
2 C 0.344 -0.133 0.360  -0.74
3 N -0.354 1.093 0.185  0.13
4 Cl 2.051 -0.437 -0.042  0.55
5 H -1.452 -0.166 -1.273  0.12
6 H 0.131 -0.518 1.304  0.05

Kohn-Sham gap   0.411 Eh
Structure (SMILES)   Cl[C@@H]1C=N1


x) Computed, not measured: a single C2H2ClN molecule, with the ωB97M-V functional and the def2-TZVPD basis.

Each line ends with the Löwdin charge.
Geometry (Å):
1 C 1.182 0.655 0.774  0.06
2 C 0.187 0.218 0.296  -0.21
3 N -1.004 -0.772 -0.076  -0.33
4 Cl -2.078 0.148 -1.297  0.43
5 H 2.100 1.172 0.843  0.02
6 H -0.386 -1.422 -0.540  0.03

Kohn-Sham gap   0.366 Eh
Structure (SMILES)   C#CNCl


y) Computed, not measured: a single C2H2ClN molecule, with the ωB97M-V functional and the def2-TZVPD basis.

Each line ends with the Löwdin charge.
Geometry (Å):
1 C 1.388 0.612 0.036  -0.64
2 C -1.121 -0.086 0.029  0.00
3 N 0.203 0.154 0.065  -0.15
4 Cl 2.714 -0.362 0.017  0.62
5 H -1.294 -0.354 -1.030  0.07
6 H -1.891 0.035 0.884  0.10

Kohn-Sham gap   0.311 Eh


It is x) that is the least stable of them.


w) Computed, not measured: 2 unconnected molecules or ions with the total composition C2H6NO, with the ωB97M-V functional and the def2-TZVPD basis.

Each line ends with the Löwdin charge.
Geometry (Å):
1 C -1.206 0.572 -0.353  -0.03
2 C -0.149 0.021 0.431  -0.38
3 N 1.204 -0.466 -0.220  0.23
4 O -1.170 -0.724 0.204  0.04
5 H -1.917 1.158 0.254  0.15
6 H -0.990 0.486 -1.359  0.11
7 H 0.145 0.521 2.346  0.29
8 H 1.627 -1.024 0.515  0.15
9 H 1.616 0.429 -0.722  0.23
10 H 0.842 -0.972 -1.096  0.20

Kohn-Sham gap (spin up / spin down)   0.357 / 0.357 Eh
Charge   +1


x) Computed, not measured: 2 unconnected molecules or ions with the total composition C2H6NO, with the ωB97M-V functional and the def2-TZVPD basis.

Each line ends with the Löwdin charge.
Geometry (Å):
1 C 0.126 1.151 -0.325  -0.07
2 C 0.424 -0.248 -0.261  -0.38
3 N -0.471 -1.053 0.634  0.23
4 O 1.219 0.622 0.415  0.04
5 H 0.476 1.784 -2.024  0.27
6 H -0.614 1.825 0.071  0.10
7 H 0.831 -0.851 -1.010  0.15
8 H -0.494 -0.335 1.545  0.26
9 H -0.055 -1.971 0.805  0.17
10 H -1.442 -0.925 0.150  0.22

Kohn-Sham gap   0.378 Eh
Charge   +1


It is w) that is the least stable of them.


w) Computed, not measured: a molecular structure, C5H18N4, with the ωB97M-V functional and the def2-TZVPD basis.

Each line ends with the Löwdin charge.
Geometry (Å):
1 C 2.228 0.264 -0.045  -0.50
2 C 1.330 1.133 0.852  -0.22
3 N 1.551 -0.040 -1.284  0.06
4 N 3.541 0.875 -0.278  0.03
5 N 0.067 0.475 1.180  -0.04
6 H 2.415 -0.684 0.472  0.13
7 H 1.187 0.795 -1.729  0.07
8 H 2.188 -0.497 -1.925  0.08
9 H 4.085 0.930 0.576  0.06
10 H 3.439 1.816 -0.646  0.07
11 H -0.837 0.224 0.070  0.08
12 H -0.378 0.917 1.977  0.10
13 H 1.900 1.382 1.758  0.11
14 H 1.112 2.072 0.328  0.11
15 C -1.474 -2.118 0.669  -0.13
16 C -1.743 0.026 -0.954  -0.29
17 C -3.155 0.446 -0.564  -0.21
18 N -0.281 -2.210 1.132  -0.01
19 H 0.153 -0.596 1.380  0.06
20 H 0.360 -2.690 0.504  0.06
21 H -2.206 -1.583 1.264  0.07
22 H -1.857 -2.668 -0.191  0.08
23 H -1.279 0.846 -1.518  0.03
24 H -1.770 -0.789 -1.677  0.04
25 H -3.681 -0.363 -0.050  0.04
26 H -3.772 0.739 -1.420  0.05
27 H -3.121 1.298 0.119  0.06

Kohn-Sham gap   0.310 Eh


x) Computed, not measured: 2 unconnected molecules or ions with the total composition C5H18N4, with the ωB97M-V functional and the def2-TZVPD basis.

Each line ends with the Löwdin charge.
Geometry (Å):
1 C 1.441 -0.305 -1.567  -0.56
2 C 1.633 1.187 -1.851  -0.07
3 N 2.541 -1.047 -2.155  0.03
4 N 0.139 -0.823 -1.997  0.03
5 H 1.494 -0.467 -0.484  0.11
6 H -0.003 -0.619 -2.982  0.06
7 H -0.608 -0.363 -1.479  0.01
8 H 2.576 -0.887 -3.157  0.06
9 H 2.397 -2.041 -2.012  0.07
10 H 0.831 1.761 -1.390  0.06
11 H 2.590 1.528 -1.462  0.07
12 H 1.611 1.370 -2.928  0.07
13 C -0.196 0.554 1.766  -0.26
14 C -1.381 -1.574 1.154  -0.09
15 C -0.713 1.123 3.079  -0.11
16 N -1.474 -0.123 1.296  -0.35
17 N -1.887 0.462 0.022  0.03
18 H -2.800 0.061 -0.190  0.08
19 H -2.044 1.449 0.229  0.09
20 H 0.597 -0.187 1.890  0.10
21 H 0.068 1.326 1.042  0.09
22 H -1.095 -1.980 2.123  0.09
23 H -2.358 -1.975 0.871  0.08
24 H -0.645 -1.862 0.395  0.07
25 H -0.334 0.583 3.944  0.04
26 H -0.521 2.190 3.179  0.04
27 H -1.860 0.660 2.666  0.16

Kohn-Sham gap   0.331 Eh
Structure (SMILES)   CCN(C)N.CC(N)N


It is w) that is the least stable of them.


w) Computed, not measured: a molecular structure, H29O14, with the ωB97M-V functional and the def2-TZVPD basis.

Each line ends with the Löwdin charge.
Geometry (Å):
1 O -0.712 4.170 0.602  -0.04
2 H -4.378 -1.224 -0.104  0.08
3 O -1.069 -0.595 0.516  0.12
4 H -1.235 0.037 -0.236  0.02
5 H -1.930 -1.076 0.659  0.11
6 O 0.583 1.497 1.262  -0.06
7 H 0.036 -2.087 -0.073  0.00
8 H 0.455 1.358 2.202  0.08
9 O -1.669 -2.199 2.614  -0.01
10 H -1.988 -2.531 1.788  0.02
11 H -2.282 -2.564 3.253  0.06
12 O 2.672 2.002 -0.066  -0.02
13 H 2.281 1.678 -0.875  0.01
14 H 3.587 2.246 -0.034  0.08
15 O 2.438 1.523 -2.776  -0.05
16 H 2.991 1.388 -3.548  0.09
17 H 2.524 0.696 -2.269  0.00
18 O -0.073 0.701 -2.787  0.08
19 H 0.850 0.691 -2.541  0.04
20 H -0.437 1.370 -2.186  0.08
21 O 3.279 -0.882 -1.760  -0.03
22 H 3.743 -0.801 -0.917  0.07
23 H 3.388 -1.827 -1.923  0.07
24 O -1.152 1.418 -0.492  -0.01
25 H -2.049 1.556 -0.799  0.12
26 H -1.311 3.974 -0.117  0.02
27 O -3.487 -1.038 -0.411  -0.01
28 H -3.423 -1.089 -1.369  0.08
29 H 1.549 1.352 1.058  0.06
30 O 0.849 -2.470 0.298  -0.08
31 H -0.940 0.033 1.262  0.14
32 H -0.170 -0.366 -2.342  -0.23
33 O -0.319 -1.272 -2.066  -0.05
34 H -1.064 1.734 0.412  0.06
35 H 0.105 -1.980 -2.546  0.05
36 O -3.057 1.816 3.182  -0.04
37 H -3.902 2.141 2.910  0.03
38 H -2.669 1.940 4.038  0.03
39 O 2.381 -4.229 1.484  -0.04
40 H 2.447 -3.978 2.392  0.03
41 H 2.572 -3.540 0.849  0.01
42 H 0.062 3.600 0.587  0.01
43 H 0.523 -3.172 0.868  0.03

Kohn-Sham gap   0.373 Eh
Charge   +1


x) Computed, not measured: 14 unconnected molecules or ions with the total composition H29O14, with the ωB97M-V functional and the def2-TZVPD basis.

Each line ends with the Löwdin charge.
Geometry (Å):
1 O -3.079 1.470 0.936  -0.05
2 H -3.778 2.088 1.205  0.08
3 O 2.854 -1.600 -0.977  -0.03
4 H 3.572 -1.770 -1.593  0.07
5 H 2.921 -0.649 -0.856  0.03
6 O 1.030 0.285 0.496  -0.13
7 H 0.295 -0.020 1.158  0.05
8 H 1.734 0.131 1.167  0.08
9 O -1.297 2.924 -0.725  -0.05
10 H -0.591 3.248 -0.125  0.04
11 H -1.323 3.634 -1.381  0.09
12 O -1.003 -0.428 1.916  -0.05
13 H -1.217 0.476 2.278  0.05
14 H -0.754 -0.883 2.730  0.12
15 O 0.755 -2.415 0.842  -0.05
16 H 1.023 -3.111 0.238  0.05
17 H 1.188 -1.613 0.517  -0.02
18 O -0.004 -2.964 -2.186  0.02
19 H 0.739 -2.403 -2.475  0.10
20 H -0.393 -3.537 -2.847  0.10
21 O 2.754 -1.356 2.407  -0.06
22 H 2.039 -2.000 2.224  0.02
23 H 3.517 -1.949 2.372  0.06
24 O 0.065 0.756 -1.907  -0.06
25 H -0.246 1.593 -1.495  0.04
26 H 0.563 0.379 -1.157  0.01
27 O 0.851 2.816 1.065  -0.08
28 H 1.802 2.973 1.077  0.06
29 H 0.873 1.865 0.737  0.00
30 O -2.766 -1.109 0.186  -0.03
31 H -2.356 -0.941 -1.189  0.11
32 H -1.951 -0.793 0.669  0.03
33 O -0.949 1.663 3.542  -0.04
34 H -0.070 2.054 3.459  0.06
35 H -1.517 2.436 3.700  0.08
36 O 2.315 0.712 -3.635  -0.07
37 H 1.982 0.910 -2.753  -0.01
38 H 2.090 1.493 -4.158  0.05
39 O -1.713 -1.186 -2.042  0.07
40 H -1.167 -2.083 -1.879  0.09
41 H -0.967 -0.549 -1.779  0.07
42 H -2.656 1.971 0.216  0.02
43 H -3.429 -0.547 0.610  0.07

Kohn-Sham gap   0.409 Eh
Charge   +1


y) Computed, not measured: 14 unconnected molecules or ions with the total composition H29O14, with the ωB97M-V functional and the def2-TZVPD basis.

Each line ends with the Löwdin charge.
Geometry (Å):
1 O -2.227 3.404 -0.846  -0.04
2 H -0.451 -5.034 -1.150  0.07
3 O -1.287 -0.274 3.483  0.25
4 H -0.310 -0.215 3.427  0.13
5 H -1.719 0.477 3.131  0.13
6 O -0.452 -2.713 3.807  -0.14
7 H -0.836 -2.440 -2.158  0.07
8 H 0.062 -3.391 4.422  0.14
9 O 0.431 -2.315 1.449  -0.02
10 H 0.788 -1.519 1.100  0.03
11 H 0.031 -2.808 0.712  0.06
12 O 3.900 0.901 0.404  -0.03
13 H 3.969 0.739 -0.535  0.04
14 H 3.865 1.858 0.432  0.05
15 O -0.601 2.415 -3.241  -0.06
16 H -0.811 2.304 -2.306  0.00
17 H -0.621 1.535 -3.669  0.04
18 O -3.686 1.393 1.001  -0.01
19 H -3.314 1.268 0.139  0.03
20 H -4.365 0.913 1.370  0.00
21 O 2.298 3.862 -1.282  -0.05
22 H 2.745 4.677 -1.088  0.03
23 H 1.675 3.981 -1.993  0.02
24 O 0.246 1.650 3.299  0.02
25 H 0.867 1.584 2.636  0.01
26 H -2.914 3.504 -0.202  0.02
27 O -1.218 -4.591 -0.714  -0.05
28 H -2.034 -4.908 -1.067  0.03
29 H -0.087 -2.741 2.846  0.02
30 O -1.272 -1.628 -1.777  -0.06
31 H -1.361 -1.188 3.882  0.15
32 H -0.552 -1.151 -4.879  0.06
33 O -1.505 -1.180 -4.589  -0.10
34 H 0.243 2.540 3.661  0.09
35 H -1.452 -1.289 -3.591  0.00
36 O 2.492 -0.555 2.055  -0.04
37 H 3.255 -1.097 2.168  0.05
38 H 2.615 0.296 1.661  -0.01
39 O 2.712 -0.347 -2.947  -0.10
40 H 2.497 0.555 -3.337  0.07
41 H 3.430 -0.792 -3.434  0.04
42 H -2.613 3.524 -1.711  0.04
43 H -0.971 -1.591 -0.881  0.00

Kohn-Sham gap   0.380 Eh
Charge   +1


It is w) that is the least stable of them.